Entry 1:
C18H42O12P2 as an isolated structure in a non-equilibrium geometry, computed with the ωB97M-V functional and the def2-TZVPD basis.

Each line ends with the Mulliken charge.
Element x y z (Å)
C (-1.8095, -0.8632, -0.2986)  -0.17
C (-2.0205, -1.7382, -1.4976)  0.69
O (-2.7925, -2.6352, -1.5806)  -0.60
C (-1.1315, -1.3872, -2.7196)  -0.91
H (-2.2605, 0.1128, -0.5056)  0.26
H (-0.8025, -0.8422, 0.1974)  -0.13
H (-2.4765, -1.4092, 0.4054)  0.23
H (-0.2095, -1.4232, -2.5146)  -0.02
H (-1.4375, -0.4092, -2.8386)  0.27
H (-1.3085, -1.9802, -3.5766)  0.33
C (-5.8175, 1.1188, -4.0086)  -1.11
C (-4.3955, 1.3398, -3.6556)  0.85
O (-4.0935, 1.4278, -2.4076)  -0.54
C (-3.3995, 1.4708, -4.8476)  -0.99
H (-6.5645, 2.0978, -4.2456)  0.26
H (-6.3865, 0.6558, -3.0786)  0.30
H (-5.9905, 0.3648, -4.8356)  0.33
H (-3.7665, 2.1058, -5.5946)  0.45
H (-3.3335, 0.4548, -5.2786)  0.30
H (-2.5925, 1.9158, -4.2276)  0.16
C (-1.2215, 3.3188, -0.4956)  -0.22
C (-1.7675, 4.6698, -0.1326)  0.69
O (-1.4565, 5.7108, -0.7406)  -0.62
C (-2.7565, 4.8718, 0.8634)  -1.21
H (-1.4215, 2.7138, 0.3214)  -0.02
H (-0.0935, 3.3478, -0.8756)  0.16
H (-1.8285, 2.9268, -1.2176)  0.20
H (-2.4605, 4.3318, 1.7024)  0.31
H (-3.6645, 4.3308, 0.6484)  0.32
H (-2.9185, 5.8728, 1.0964)  0.37
C (4.9915, -0.4682, -2.6106)  -0.96
C (3.7885, -1.2372, -2.5366)  0.73
O (3.0925, -1.1362, -3.5676)  -0.61
C (3.5735, -2.1132, -1.3186)  -0.16
H (5.9145, -0.8972, -3.1016)  0.30
H (5.4635, -0.0622, -1.5176)  0.19
H (4.8315, 0.4898, -3.1646)  0.31
H (2.4585, -2.0742, -1.5206)  -0.29
H (3.9675, -1.1912, -0.3866)  0.03
H (4.1335, -3.0332, -1.4446)  0.46
C (2.1585, -1.8082, 4.7294)  -0.31
O (2.3365, -2.7792, 3.6314)  -0.30
P (1.1755, -3.1912, 2.6914)  0.21
O (0.5425, -4.4542, 3.1494)  -0.80
O (-0.0515, -2.1912, 2.7434)  0.65
C (-1.4295, -2.6462, 2.8564)  -0.93
O (1.6415, -3.2892, 1.1004)  0.12
C (0.8555, -4.2412, 0.3174)  -0.74
H (2.3155, -0.8352, 4.2974)  -0.05
H (2.8185, -1.9832, 5.5774)  0.30
H (1.0935, -1.9252, 5.0774)  0.24
H (-1.5175, -3.1652, 3.9274)  0.20
H (-2.0585, -3.1752, 2.1054)  0.35
H (-1.9945, -1.6902, 2.9564)  0.33
H (0.9655, -5.2942, 0.5224)  0.29
H (1.1295, -4.2232, -0.7326)  0.31
H (-0.1045, -4.0192, 0.6114)  0.19
C (4.0725, 1.7448, 3.1124)  -0.69
O (3.4375, 1.4828, 1.9014)  -0.35
P (1.9165, 1.0348, 1.8904)  0.51
O (2.1285, -0.4762, 1.7554)  -0.29
O (1.1365, 1.2508, 3.1874)  -0.34
C (-0.3085, 1.2218, 3.1744)  0.23
O (1.2455, 1.4628, 0.5324)  -0.03
C (1.4435, 0.7848, -0.7816)  -0.17
H (4.2125, 0.7638, 3.8954)  0.20
H (3.4395, 2.6388, 3.5784)  0.28
H (5.1075, 2.2078, 2.9994)  0.29
H (-1.0115, 0.9558, 4.2214)  0.31
H (-0.5285, 0.6668, 2.2394)  -0.28
H (-0.9765, 2.1948, 2.9854)  -0.04
H (1.5895, -0.2732, -0.8326)  -0.43
H (2.4355, 1.3698, -0.8876)  0.23
H (0.7445, 1.1318, -1.4236)  0.55

Cartesian forces (eV/Å) of the 6 atoms listed first:
-1.114 -1.129 1.663
2.977 0.409 -2.092
-1.491 -1.013 0.655
-6.800 -0.944 0.489
0.384 0.065 0.123
-0.648 0.107 -0.987

Summary:
- Energy: -2296.40749 Ha
- Charge: 0
- HOMO-LUMO gap: 9.72 eV
- Maximum force: 0.197 hartree/bohr
- Energy above the lowest of the compared OMol25 structures with the same formula, charge and spin: 45.3 kcal/mol


Entry 2:
A 2-piece molecular cluster, C4H11N4 overall in a non-equilibrium geometry, computed with the ωB97M-V functional and the def2-TZVPD basis.

Each line ends with the Mulliken charge.
Element x y z (Å)
C (1.0721, 1.0277, 0.0723)  0.43
C (-0.4190, 1.6643, 0.0380)  -0.49
C (1.8739, -1.1955, -0.4850)  -1.00
C (-2.4729, 0.4469, -0.6069)  -0.13
N (2.0459, 1.8058, 0.0387)  -0.60
N (0.9196, -0.3023, 0.0608)  0.07
N (-1.2029, 0.4132, -0.2689)  0.29
N (-0.4527, -0.6484, 0.0333)  -0.44
H (-0.7337, 2.1095, 0.9712)  0.30
H (-0.5371, 2.2887, -0.7780)  0.40
H (1.8474, -2.1833, -0.0280)  0.33
H (1.7174, -1.2174, -1.6640)  0.32
H (2.8155, -0.8147, -0.2911)  0.39
H (-2.8594, -0.5650, -0.9473)  0.22
H (-1.5781, -2.3401, 2.5859)  0.15
H (-3.0479, 1.3515, -0.8753)  0.28
H (3.0752, 1.4777, 0.1487)  0.28
H (-0.7012, -1.6084, -0.4224)  0.34
H (-1.3621, -1.7102, 2.4179)  -0.16

Cartesian forces (eV/Å) of the 6 atoms listed first:
-1.550 2.611 -0.116
1.905 -2.934 0.818
-1.620 -1.203 -3.204
1.381 -2.395 -1.281
2.519 -0.032 0.501
-0.712 -0.789 0.939

Summary:
- Energy: -377.60450 Ha
- Charge: +1
- HOMO-LUMO gap (alpha / beta): 8.03 / 8.03 eV
- Maximum force: 0.074 hartree/bohr
- Energy above the lowest of the compared OMol25 structures with the same formula, charge and spin: 139.5 kcal/mol


Entry 3:
One molecule with the formula C3H7ClOS in a non-equilibrium geometry, computed with the ωB97M-V functional and the def2-TZVPD basis.

Each line ends with the Mulliken charge.
Element x y z (Å)
C (0.2203, -1.2152, -0.8082)  -1.44
C (-0.8100, 0.0144, 1.2470)  -0.99
C (0.1505, -0.0496, 0.1201)  0.39
O (1.3208, 1.3389, -2.0795)  -0.55
S (-0.1004, 1.4243, -0.9645)  0.38
Cl (0.4447, 2.9670, 0.3474)  -0.16
H (1.1988, -0.9745, -1.3319)  0.42
H (0.3381, -2.1745, -0.3329)  0.38
H (-0.5989, -1.3609, -1.4728)  0.36
H (-1.4012, 1.0486, 1.3480)  0.26
H (-0.3377, -0.3728, 2.2390)  0.27
H (-1.5899, -0.7102, 1.2347)  0.35
H (1.1650, 0.0647, 0.4536)  0.32

Cartesian forces (eV/Å) of the 6 atoms listed first:
2.018 -0.022 -0.833
-1.312 0.964 2.976
0.337 0.937 -0.215
-5.311 0.169 4.075
5.625 0.190 -3.637
-0.302 -0.746 -0.388

Summary:
- Energy: -1052.01631 Ha
- Charge: 0
- HOMO-LUMO gap: 9.14 eV
- Maximum force: 0.130 hartree/bohr
- Energy above the lowest of the compared OMol25 structures with the same formula, charge and spin: 68.1 kcal/mol


Entry 4:
A 3-piece molecular cluster, C3H8IN3 overall in a non-equilibrium geometry, computed with the ωB97M-V functional and the def2-TZVPD basis.

Each line ends with the Mulliken charge.
Element x y z (Å)
C (0.7160, 0.3797, 0.8109)  0.11
C (-3.1094, -0.2404, 0.9624)  0.13
C (-0.4156, 1.8335, -0.7213)  -1.00
N (-0.4153, 0.7484, 0.1993)  -0.39
N (1.9220, 0.7356, 0.3603)  -0.33
N (-3.9634, -0.8329, 0.5236)  0.09
I (8.0709, -9.6482, -2.3504)  1.00
H (0.6964, -0.2365, 1.6931)  0.31
H (-2.1924, 0.1301, 1.3653)  0.37
H (0.3257, 1.7837, -1.5318)  0.28
H (-1.4869, 1.9717, -1.2049)  0.21
H (-0.1454, 2.7117, -0.2554)  0.45
H (2.7027, 0.4784, 0.8155)  0.20
H (2.0414, 1.2144, -0.6096)  0.21
H (-4.7467, -1.0291, -0.0571)  0.36

Cartesian forces (eV/Å) of the 6 atoms listed first:
-2.466 1.488 -2.795
0.387 -0.609 0.438
-1.829 -1.090 -2.628
1.143 -1.787 3.199
-2.149 2.297 -3.936
-0.412 0.543 -0.470

Summary:
- Energy: -580.24772 Ha
- Charge: +2
- HOMO-LUMO gap: 1.07 eV
- Maximum force: 0.098 hartree/bohr
- Energy above the lowest of the compared OMol25 structures with the same formula, charge and spin: 83.1 kcal/mol